No. 1
Density functional theory data (ωB97M-V/def2-TZVPD) for a cluster of 2 separate species, C3H4FP in total in a non-equilibrium geometry.

Last column: Löwdin charge in e.
Positions of all 9 atoms, in Å:
1 C 0.05016 -1.67341 -0.18901  0.03
2 C 0.58370 -0.57552 -0.04087  -0.22
3 C 1.19366 0.73276 0.12788  -0.13
4 F -2.80309 1.05347 0.18407  -0.57
5 P -2.79305 -0.47183 -0.31788  0.66
6 H -0.18820 -2.61805 -0.21754  -0.03
7 H 1.60122 1.03102 1.05165  0.04
8 H 0.28250 1.53369 -0.10629  0.14
9 H 2.07311 0.98787 -0.49200  0.08

Results
- E_tot (Ha) = -557.7632
- energy relative to the best compared isomer or geometry (same formula, charge and spin) (kJ/mol) = 313.7
- E_HOMO (spin up / spin down) (eV) = -7.9 / -7.9
- lowest unoccupied orbital energy (spin up / spin down) (eV) = -0.705 / -0.704
- 2S+1 = 1

No. 2
Density functional theory data (ωB97M-V/def2-TZVPD) for a structure of composition C34H27N3O2OsP.

Last column: Löwdin charge in e.
Positions of all 68 atoms, in Å:
1 Os -0.15495 -1.11034 0.24228  1.65
2 C -4.32732 0.31770 -0.02664  -0.03
3 C -4.45713 0.60690 -1.38031  -0.02
4 C -3.39967 0.36657 -2.23619  0.02
5 C -2.21730 -0.16678 -1.73777  -0.22
6 N -2.10144 -0.41243 -0.41447  -0.05
7 C -3.12742 -0.18386 0.41855  -0.10
8 C -1.03269 -0.50740 -2.53553  -0.22
9 C -0.98596 -0.37680 -3.91994  -0.02
10 C 0.16136 -0.73378 -4.60885  -0.06
11 C 1.26358 -1.22185 -3.92011  -0.06
12 C 1.22972 -1.35069 -2.53787  -0.10
13 C 0.07582 -1.01296 -1.83228  -0.27
14 H -5.13712 0.48243 0.66834  0.12
15 H -5.38185 1.01499 -1.76559  0.12
16 H -3.49249 0.58794 -3.28863  0.12
17 H -2.95219 -0.41635 1.46082  0.11
18 H -1.83788 0.00033 -4.47029  0.11
19 H 0.19449 -0.63386 -5.68521  0.11
20 H 2.15759 -1.50441 -4.46049  0.11
21 H 2.09874 -1.71949 -2.00545  0.09
22 C -2.23975 4.00837 -2.01409  -0.07
23 C -2.49269 3.70080 -0.68367  -0.07
24 C -1.60954 2.90191 0.02702  -0.08
25 C -0.46214 2.41566 -0.59233  -0.36
26 C -0.21283 2.72100 -1.92936  -0.09
27 C -1.10052 3.51757 -2.63549  -0.06
28 P 0.65281 1.27542 0.25756  1.04
29 C 2.32439 1.84391 -0.05122  -0.34
30 C 3.33886 0.91840 -0.27490  -0.07
31 C 4.63783 1.36898 -0.46987  -0.06
32 C 4.91624 2.72588 -0.44099  -0.06
33 C 3.90117 3.64990 -0.21458  -0.07
34 C 2.60308 3.21380 -0.02147  -0.08
35 C 0.24063 1.17469 2.00411  -0.38
36 C 0.32982 2.02115 3.10088  -0.06
37 C -0.10746 1.53733 4.32361  -0.06
38 C -0.61422 0.24349 4.44571  -0.06
39 C -0.68715 -0.60698 3.35306  -0.09
40 C -0.24438 -0.14001 2.11015  -0.34
41 H -2.92614 4.63632 -2.56638  0.11
42 H -3.37585 4.08986 -0.19435  0.11
43 H -1.80999 2.66481 1.06567  0.11
44 H 0.67826 2.33841 -2.41499  0.12
45 H -0.89991 3.75961 -3.67093  0.11
46 H 3.12052 -0.14135 -0.26948  0.06
47 H 5.43066 0.65380 -0.64217  0.11
48 H 5.93009 3.07056 -0.59567  0.11
49 H 4.12508 4.70778 -0.19233  0.11
50 H 1.80850 3.93219 0.14060  0.11
51 H 0.73161 3.02354 3.01483  0.12
52 H -0.05423 2.16945 5.20028  0.11
53 H -0.94985 -0.10015 5.41622  0.11
54 H -1.07941 -1.61061 3.45896  0.09
55 C -0.75424 -5.77254 2.64495  0.00
56 N 0.19690 -4.85353 2.02378  -0.05
57 C 1.54276 -5.12249 2.02523  -0.03
58 C 2.46731 -4.29110 1.52366  0.03
59 C 2.03462 -3.03568 0.93995  -0.49
60 O 2.75644 -2.17967 0.45010  0.01
61 N 0.66140 -2.83389 0.93632  -0.04
62 C -0.27111 -3.66617 1.51536  -0.53
63 O -1.45316 -3.33873 1.54821  0.01
64 H -0.44374 -6.79505 2.44378  0.10
65 H -1.73484 -5.59815 2.21441  0.09
66 H -0.80670 -5.61114 3.72157  0.10
67 H 1.80912 -6.07466 2.46466  0.14
68 H 3.51587 -4.53852 1.53928  0.12

Results
- charge = +1
- E_tot (Ha) = -2058.3888
- energy relative to the best compared isomer or geometry (same formula, charge and spin) (kJ/mol) = 0.0
- E_HOMO (spin up / spin down) (eV) = -10.4 / -11.5
- lowest unoccupied orbital energy (spin up / spin down) (eV) = -2.725 / -4.583
- 2S+1 = 5

No. 3
Density functional theory data (ωB97M-V/def2-TZVPD) for an isolated molecule of CH5N2P in a non-equilibrium geometry.

Last column: Löwdin charge in e.
Positions of all 9 atoms, in Å:
1 C 1.52423 -0.39504 0.09006  -0.31
2 N -2.01377 0.66005 -0.26326  -0.29
3 N 0.22122 -0.01094 0.05969  -0.44
4 P -1.15947 -0.67673 0.35703  0.76
5 H 1.61320 -1.43984 -0.43817  0.10
6 H 2.17688 0.39080 -0.38519  0.08
7 H 1.89501 -0.61432 1.03206  0.03
8 H -3.05751 0.78734 -0.07840  0.05
9 H -1.19979 1.29868 -0.37383  0.02

Results
- E_tot (Ha) = -491.9211
- energy relative to the best compared isomer or geometry (same formula, charge and spin) (kJ/mol) = 69.0
- E_HOMO (eV) = -8.8
- lowest unoccupied orbital energy (eV) = 0.437
- 2S+1 = 1
- SMILES = C/N=P/N

No. 4
Density functional theory data (ωB97M-V/def2-TZVPD) for a structure of composition H6NaO4 in a non-equilibrium geometry.

Last column: Löwdin charge in e.
Positions of all 11 atoms, in Å:
1 Na 0.39151 0.43691 0.50963  0.78
2 O 3.11928 -2.31143 0.99895  -0.65
3 H 2.78115 -2.23021 1.91197  -0.23
4 O -1.42627 -1.22678 -2.75322  -0.68
5 H -0.57313 -1.65822 -2.95454  -0.20
6 O -3.97986 -2.52468 0.75160  -0.07
7 H -3.62909 -2.15743 -0.05976  0.03
8 H -3.27684 -3.08114 1.08679  0.02
9 O 1.93251 4.74811 0.40077  -0.06
10 H 1.82899 5.53986 -0.12711  0.03
11 H 2.83172 4.46499 0.23495  0.03

Results
- charge = -1
- E_tot (Ha) = -466.7542
- energy relative to the best compared isomer or geometry (same formula, charge and spin) (kJ/mol) = 293.8
- E_HOMO (eV) = -3.3
- lowest unoccupied orbital energy (eV) = 1.152
- 2S+1 = 1

No. 5
Density functional theory data (ωB97M-V/def2-TZVPD) for a cluster of 2 separate species, C3H7N2O in total in a non-equilibrium geometry.

Last column: Löwdin charge in e.
Positions of all 13 atoms, in Å:
1 C -0.39395 0.55625 -1.00713  0.17
2 C -0.29158 1.66995 -0.13666  0.15
3 N 0.69333 1.43543 0.74563  0.23
4 C 1.24581 0.20684 0.40853  0.13
5 N 0.70099 -0.22527 -0.72612  0.17
6 H -1.32726 0.30298 -1.50556  0.19
7 H -0.89897 2.56612 -0.24456  0.19
8 H 0.71514 1.74735 1.72040  0.23
9 H 1.90595 -0.40993 1.01282  0.21
10 H 1.30868 -0.71281 -1.40049  0.24
11 H -1.54817 -2.38664 -0.30731  0.06
12 H -1.30040 -2.47425 1.12952  0.08
13 O -0.80958 -2.27603 0.31092  -0.05

Results
- charge = +2
- E_tot (Ha) = -302.4623
- energy relative to the best compared isomer or geometry (same formula, charge and spin) (kJ/mol) = 132.1
- E_HOMO (spin up / spin down) (eV) = -19.5 / -19.4
- lowest unoccupied orbital energy (spin up / spin down) (eV) = -10.734 / -14.288
- 2S+1 = 2

No. 6
Density functional theory data (ωB97M-V/def2-TZVPD) for a structure of composition C24H47GeN4SSiTi.

Last column: Löwdin charge in e.
Positions of all 79 atoms, in Å:
1 Ti -1.23817 0.06032 0.82326  0.61
2 C -1.00977 4.02981 2.64268  -0.06
3 C -1.35981 2.85365 1.78659  -0.35
4 N -1.19894 1.54782 2.27429  -0.15
5 N -1.12626 1.41838 3.63497  -0.03
6 C -1.09340 0.21843 4.16455  -0.83
7 N -0.93630 0.12091 5.54298  0.06
8 S -1.27739 -1.11792 3.15119  0.73
9 C -1.69746 2.91258 0.47278  -0.26
10 C -1.77051 4.10783 -0.34112  -0.05
11 C -2.27926 4.05525 -1.58821  -0.12
12 C -2.73580 2.80364 -2.12660  -0.11
13 C -2.53080 1.68339 -1.39376  -0.18
14 N -1.95591 1.66614 -0.15640  -0.07
15 H 0.02203 3.97392 3.01536  0.08
16 H -1.67374 4.13089 3.51268  0.07
17 H -1.10785 4.95632 2.08361  0.06
18 H -1.03568 2.24425 4.20816  0.14
19 H -0.25860 0.75735 5.93826  0.08
20 H -0.75402 -0.83089 5.81959  0.07
21 H -1.41009 5.04689 0.05722  0.09
22 H -2.32929 4.95570 -2.18965  0.09
23 H -3.18479 2.73662 -3.10728  0.08
24 H -2.80194 0.71331 -1.78238  0.06
25 C 2.67815 -0.29104 -2.70648  -0.10
26 C 1.41043 0.15958 -1.97143  -0.62
27 C 1.25976 1.67120 -2.19282  -0.11
28 C 0.19463 -0.47507 -2.66472  -0.12
29 Si 1.32010 -0.26644 -0.04742  0.84
30 C 2.55776 0.95148 0.90878  -0.62
31 C 3.95731 1.11525 0.30382  -0.11
32 C 1.94000 2.35137 1.02388  -0.12
33 C 2.71198 0.45661 2.35334  -0.12
34 C 1.98583 -2.11200 0.21294  -0.62
35 C 3.50666 -2.29142 0.13822  -0.11
36 C 1.34633 -3.04284 -0.82308  -0.13
37 C 1.50523 -2.65916 1.56528  -0.14
38 H 2.63380 0.03850 -3.75424  0.08
39 H 2.79196 -1.37458 -2.71453  0.06
40 H 3.58039 0.13563 -2.26580  0.06
41 H 1.10667 1.86781 -3.26256  0.08
42 H 2.14925 2.22287 -1.88596  0.06
43 H 0.39555 2.07704 -1.65902  0.06
44 H 0.20865 -0.23458 -3.73724  0.09
45 H -0.73023 -0.07257 -2.24923  0.03
46 H 0.15589 -1.55873 -2.56339  0.05
47 H 3.91691 1.60632 -0.66959  0.06
48 H 4.47774 0.16591 0.17888  0.05
49 H 4.57315 1.74912 0.95831  0.08
50 H 1.81967 2.84836 0.06327  0.06
51 H 2.59088 2.98646 1.64399  0.08
52 H 0.96012 2.30426 1.49657  0.04
53 H 3.28326 -0.46920 2.41703  0.06
54 H 1.73491 0.28616 2.81889  0.06
55 H 3.24355 1.21310 2.94848  0.08
56 H 3.92549 -1.91537 -0.79608  0.06
57 H 3.75262 -3.36039 0.20582  0.08
58 H 4.01902 -1.79233 0.96164  0.06
59 H 1.70425 -2.86584 -1.83722  0.06
60 H 0.26178 -2.93278 -0.80734  0.03
61 H 1.58118 -4.08677 -0.57191  0.08
62 H 1.82815 -2.06632 2.41974  0.05
63 H 1.88772 -3.68077 1.70074  0.08
64 H 0.41636 -2.70023 1.58451  0.03
65 C -1.93498 -3.99493 -1.95559  -0.24
66 Ge -2.90491 -2.40904 -1.27463  0.69
67 C -3.36168 -1.40879 -2.91736  -0.24
68 C -4.64521 -3.12692 -0.66395  -0.24
69 C -2.06919 -1.50984 0.20764  -0.49
70 H -2.60210 -4.57590 -2.59781  0.01
71 H -1.60522 -4.62866 -1.13053  0.01
72 H -1.05653 -3.71298 -2.53816  0.00
73 H -3.76447 -2.13090 -3.63250  0.01
74 H -2.50390 -0.91876 -3.37942  0.00
75 H -4.13343 -0.66131 -2.72600  0.01
76 H -5.16658 -3.65944 -1.46317  0.00
77 H -5.27849 -2.30790 -0.31798  0.01
78 H -4.49581 -3.81451 0.17113  0.01
79 H -2.37662 -2.14331 1.05148  -0.10

Results
- charge = -1
- E_tot (Ha) = -4775.7938
- E_HOMO (eV) = -3.0
- lowest unoccupied orbital energy (eV) = 2.389
- 2S+1 = 1